[1]
Below is a 3-piece molecular cluster, C2H3ClS overall in a non-equilibrium geometry, with properties calculated with ωB97M-V/def2-TZVPD.

```
7
Properties=species:S:1:pos:R:3:mulliken_spin:R:1
C 0.998 0.396 0.299 1.409
C -0.267 0.661 -0.313 0.045
S 0.837 2.045 0.000 0.459
Cl -1.866 0.681 0.576 0.049
H 0.242 -2.184 0.066 0.016
H 0.563 -1.978 0.834 0.004
H -0.507 0.378 -1.462 0.019
```

Its energy above the lowest of the compared OMol25 structures with the same formula, charge and spin is 214.8 kJ/mol. As for the charge: 0. As for the spin multiplicity: 3. The value obtained for the LUMO energy (spin up / spin down) is 0.52 / -2.36 eV. The value obtained for the HOMO-LUMO gap (spin up / spin down) is 8.56 / 8.15 eV. The expectation value of S² is 2.01. For the molar mass, the calculation gives 94.57 g mol⁻¹.

***

[2]
Below is one molecule with the formula C2H3ClS2 in a non-equilibrium geometry, with properties calculated with ωB97M-V/def2-TZVPD.

```
8
Properties=species:S:1:pos:R:3:lowdin_charge:R:1
S -3.776 0.433 0.169 0.671
C -2.212 0.579 0.209 -0.885
S -0.962 -0.787 1.154 0.676
C 0.627 -0.343 0.429 -0.969
Cl 1.101 1.361 0.680 0.489
H -1.551 1.326 -0.187 -0.031
H 1.363 -0.972 0.929 0.022
H 0.616 -0.540 -0.641 0.028
```

Its energy above the lowest of the compared OMol25 structures with the same formula, charge and spin is 98.0 kJ/mol. As for the charge: 0. The value obtained for the LUMO energy is -0.64 eV. Its SMILES is S=CSCCl. The value obtained for the HOMO-LUMO gap is 8.48 eV. For the molar mass, the calculation gives 126.63 g mol⁻¹.

***

[3]
Below is C2H3CrO2P as an isolated structure in a non-equilibrium geometry, with properties calculated with ωB97M-V/def2-TZVPD.

```
9
Properties=species:S:1:pos:R:3:mulliken_spin:R:1
O 3.091 -1.338 1.454 -0.016
C 2.853 -0.690 0.551 -0.014
H 2.811 -0.085 -1.453 0.007
P 2.578 0.791 -0.319 -0.056
C -2.870 0.195 0.028 0.028
O -1.832 0.781 -0.226 -0.020
Cr 0.050 0.552 -0.234 4.068
H -2.880 -0.691 0.685 0.002
H -3.800 0.484 -0.487 0.001
```

As for the charge: +2. As for the spin multiplicity: 5. The value obtained for the LUMO energy (spin up / spin down) is -11.78 / -10.66 eV. The value obtained for the HOMO-LUMO gap (spin up / spin down) is 7.40 / 8.42 eV. The expectation value of S² is 6.03. For the molar mass, the calculation gives 142.01 g mol⁻¹.

***

[4]
Below is C2H3EuF3O3S as an isolated structure in a non-equilibrium geometry, with properties calculated with ωB97M-V/def2-TZVPD.

```
13
Properties=species:S:1:pos:R:3:mulliken_spin:R:1
S 0.326 0.887 -0.065 -0.009
O -0.523 0.898 -1.307 -0.002
O -0.633 1.195 1.051 -0.002
C 0.864 -0.879 0.200 0.000
F 1.622 -1.219 -0.832 0.000
F 1.585 -0.887 1.313 0.000
F -0.040 -1.951 0.371 0.000
O 1.535 1.683 -0.115 -0.002
Eu -2.736 1.374 -0.263 7.058
C -3.592 -1.034 -0.123 -0.042
H -3.679 -1.328 0.939 -0.001
H -4.623 -1.035 -0.520 0.000
H -3.092 -1.727 -0.822 0.000
```

As for the charge: 0. As for the spin multiplicity: 8. The value obtained for the LUMO energy (spin up / spin down) is -1.15 / -1.08 eV. The value obtained for the HOMO-LUMO gap (spin up / spin down) is 6.66 / 6.71 eV. The expectation value of S² is 15.76. For the molar mass, the calculation gives 316.07 g mol⁻¹.

***

What is the formula in the fourth record?
C2H3EuF3O3S